1.
Density functional theory data (ωB97M-V/def2-TZVPD) for C44H42CuN5O2P2STe as an isolated structure.

Values from the calculation:
ΔE to the lowest compared entry with this formula, charge and spin ... 7.46 kcal/mol
Energy ... -139201.8188 eV
Spin multiplicity ... 2
Total charge ... -1
LUMO energy (alpha / beta) ... 2.293 / 1.874 eV
Gap between HOMO and LUMO (alpha / beta) ... 6.48 / 6.21 eV

```
98
C44H42CuN5O2P2STe ωB97M-V/def2-TZVPD
Cu -0.131 0.295 0.829
Te 3.802 3.361 -0.156
C 3.901 4.250 -2.101
C 4.780 3.793 -3.077
C 4.707 4.322 -4.358
N 3.835 5.260 -4.725
C 3.000 5.700 -3.784
C 2.995 5.237 -2.475
C 2.349 1.978 -0.577
P 2.566 0.212 -0.532
C 4.315 -0.103 -0.071
C 5.319 -0.524 -0.939
C 6.611 -0.746 -0.476
C 6.923 -0.551 0.860
C 5.928 -0.140 1.740
C 4.641 0.074 1.277
C 2.563 -0.324 -2.301
C 1.827 -1.447 -2.663
C 1.749 -1.850 -3.993
C 2.415 -1.133 -4.974
C 3.150 -0.005 -4.626
C 3.212 0.399 -3.302
P 0.610 2.228 -0.348
C 0.269 4.010 -0.068
C 0.706 4.623 1.107
C 0.477 5.969 1.340
C -0.204 6.733 0.403
C -0.658 6.135 -0.762
C -0.426 4.786 -0.995
C -0.153 2.006 -2.008
C 0.556 2.335 -3.162
C -0.021 2.174 -4.411
C -1.316 1.676 -4.520
C -2.029 1.348 -3.376
C -1.450 1.514 -2.123
H 5.507 3.023 -2.848
H 5.384 3.971 -5.132
H 2.290 6.461 -4.093
H 2.275 5.627 -1.765
H 5.097 -0.685 -1.985
H 7.378 -1.069 -1.170
H 7.932 -0.719 1.217
H 6.156 0.014 2.788
H 3.870 0.398 1.969
H 1.284 -1.991 -1.898
H 1.154 -2.715 -4.261
H 2.350 -1.441 -6.011
H 3.657 0.572 -5.392
H 3.745 1.303 -3.032
H 1.244 4.047 1.845
H 0.834 6.421 2.258
H -0.384 7.786 0.583
H -1.201 6.716 -1.498
H -0.793 4.340 -1.909
H 1.571 2.703 -3.065
H 0.542 2.426 -5.302
H -1.763 1.540 -5.497
H -3.037 0.959 -3.450
H -2.013 1.264 -1.234
N -5.026 -1.104 6.620
C -4.704 -0.812 5.289
C -5.702 -0.746 4.317
C -5.388 -0.418 3.009
C -4.077 -0.144 2.659
C -3.078 -0.206 3.617
C -3.386 -0.540 4.924
S -3.701 0.336 0.992
O -4.735 -0.216 0.154
O -3.527 1.767 0.980
N -2.247 -0.282 0.685
C -1.989 -1.602 0.786
N -2.898 -2.548 1.073
C -2.441 -3.786 1.180
C -1.108 -4.138 1.019
C -0.240 -3.096 0.736
N -0.661 -1.852 0.612
H -5.874 -1.635 6.738
H -4.266 -1.486 7.159
H -6.730 -0.959 4.591
H -6.154 -0.392 2.245
H -2.053 0.003 3.336
H -2.600 -0.590 5.669
H -3.183 -4.544 1.417
H -0.768 -5.158 1.114
H 0.826 -3.254 0.604
C 1.646 1.535 4.642
C 0.941 1.687 3.290
C -0.393 2.406 3.471
C 0.788 0.346 2.605
H 1.780 2.503 5.133
H 2.629 1.072 4.526
H 1.053 0.899 5.308
H 1.597 2.295 2.654
H -1.013 1.875 4.200
H -0.957 2.464 2.537
H -0.251 3.424 3.845
H 0.200 -0.362 3.207
H 1.757 -0.110 2.389
```

2.
Density functional theory data (ωB97M-V/def2-TZVPD) for a 11-piece molecular cluster, H22O11 overall.

Values from the calculation:
SMILES ... O.O.O.O.O.O.O.O.O.O.O
ΔE to the lowest compared entry with this formula, charge and spin ... 62.53 kcal/mol
Energy ... -22878.8024 eV
Spin multiplicity ... 1
LUMO energy ... 0.079 eV
Gap between HOMO and LUMO ... 11.16 eV

```
33
H22O11 ωB97M-V/def2-TZVPD
O 3.922 4.302 0.546
H 4.176 3.584 -0.034
H 3.574 3.869 1.325
O 2.222 -2.215 -5.544
H 2.337 -3.055 -5.988
H 1.289 -2.181 -5.334
O -3.296 2.729 -3.134
H -3.076 2.384 -3.999
H -3.465 3.659 -3.282
O 4.675 0.595 -2.337
H 3.829 0.207 -2.563
H 5.025 0.909 -3.171
O -1.660 -5.824 -0.136
H -1.239 -4.987 -0.331
H -1.054 -6.263 0.461
O -1.093 -1.356 5.031
H -0.931 -2.299 5.037
H -1.801 -1.230 5.663
O -3.044 3.964 2.631
H -3.132 4.733 2.067
H -3.697 3.347 2.300
O -0.113 -0.471 0.121
H -0.250 -0.057 0.974
H -0.638 0.052 -0.486
O -6.539 0.750 0.064
H -7.300 1.266 -0.203
H -5.888 0.914 -0.618
O 2.601 1.791 4.545
H 1.835 1.239 4.704
H 3.317 1.345 4.996
O 3.312 -4.046 -0.784
H 2.590 -3.419 -0.819
H 3.511 -4.236 -1.701
```

3.
Density functional theory data (ωB97M-V/def2-TZVPD) for C41H102CdF12N3O23S4 as an isolated structure at a distorted geometry.

Values from the calculation:
ΔE to the lowest compared entry with this formula, charge and spin ... 0.00 kcal/mol
Energy ... -176240.8153 eV
Spin multiplicity ... 1
Total charge ... -1
LUMO energy ... 1.570 eV
Gap between HOMO and LUMO ... 6.34 eV

```
186
C41H102CdF12N3O23S4 ωB97M-V/def2-TZVPD
Cd -1.417 -2.105 -0.513
C -0.295 -3.128 -5.386
C -1.773 -2.754 -5.041
C -2.696 -3.295 -6.129
C -2.894 -4.814 -6.111
C -3.406 -5.254 -4.759
C -2.604 -4.712 -3.531
N -2.252 -3.233 -3.716
O -1.464 -2.704 -2.554
C -1.307 -5.596 -3.292
C -3.572 -4.936 -2.325
C -1.911 -1.164 -5.167
H -0.284 -4.215 -5.465
H 0.381 -2.876 -4.569
H 0.057 -2.647 -6.299
H -2.402 -2.952 -7.120
H -3.643 -2.765 -6.020
H -1.899 -5.229 -6.274
H -3.505 -5.170 -6.940
H -3.368 -6.343 -4.725
H -4.456 -4.981 -4.648
H -0.845 -5.863 -4.243
H -1.623 -6.537 -2.842
H -0.557 -5.186 -2.615
H -3.711 -5.979 -2.039
H -4.537 -4.456 -2.487
H -3.149 -4.602 -1.378
H -1.695 -0.866 -6.193
H -1.174 -0.646 -4.553
H -2.920 -0.810 -4.954
C -5.699 -1.658 -1.453
F -6.701 -0.843 -1.675
F -6.109 -2.713 -0.742
F -5.174 -2.068 -2.632
S -4.307 -0.716 -0.476
O -3.513 0.022 -1.505
O -5.010 0.159 0.466
N -3.226 -1.980 0.171
S -3.990 -2.324 1.559
O -3.113 -2.030 2.682
O -5.422 -1.995 1.768
C -4.022 -4.267 1.601
F -2.807 -4.732 1.243
F -4.337 -4.760 2.859
F -4.924 -4.718 0.677
C 2.059 -1.160 -1.297
F 1.353 -2.299 -1.465
F 2.903 -1.223 -0.243
F 2.844 -0.983 -2.365
S 0.832 0.302 -1.096
O 1.656 1.298 -0.401
O 0.355 0.606 -2.427
N -0.399 -0.520 -0.035
S -0.896 0.818 0.772
O -0.798 2.145 0.147
O -2.202 0.476 1.323
C 0.261 0.854 2.347
F 1.532 0.646 2.011
F 0.165 2.100 2.908
F -0.174 -0.028 3.275
C -5.259 3.322 -0.422
C -4.173 3.766 0.486
O -4.604 4.698 1.469
H -5.574 4.089 -1.130
H -6.111 3.024 0.189
H -4.936 2.440 -0.976
H -3.398 4.193 -0.151
H -3.765 2.884 0.980
H -5.179 4.178 2.035
C 5.057 1.317 -1.008
C 6.471 1.757 -1.478
O 6.408 3.100 -1.897
H 4.460 1.271 -1.918
H 4.598 2.010 -0.302
H 5.170 0.332 -0.554
H 6.770 1.127 -2.315
H 7.174 1.607 -0.659
H 7.217 3.219 -2.400
C 0.395 1.731 7.167
C 0.379 2.556 5.864
O 0.449 3.942 6.189
H 0.226 0.661 7.050
H -0.271 2.115 7.940
H 1.384 1.860 7.609
H -0.521 2.352 5.283
H 1.158 2.146 5.222
H 0.432 4.461 5.382
C 3.269 -5.540 -2.406
C 3.795 -5.097 -0.990
O 3.468 -6.102 -0.040
H 3.423 -6.605 -2.579
H 3.782 -4.952 -3.167
H 2.192 -5.396 -2.487
H 3.355 -4.156 -0.657
H 4.878 -5.037 -0.885
H 4.232 -6.683 -0.061
C -1.531 -1.629 6.277
C -2.488 -2.836 6.184
O -3.047 -3.071 7.400
H -2.035 -0.663 6.301
H -0.906 -1.518 5.391
H -0.798 -1.731 7.077
H -1.901 -3.685 5.832
H -3.347 -2.668 5.534
H -3.783 -3.672 7.262
C -1.954 4.701 3.785
C -1.007 5.851 3.426
O 0.253 5.460 3.938
H -2.902 4.683 3.249
H -2.146 4.807 4.853
H -1.560 3.686 3.746
H -1.405 6.784 3.826
H -0.898 5.968 2.348
H 0.873 5.996 3.438
C 3.392 3.728 3.955
C 4.311 2.713 3.313
O 5.634 3.010 3.674
H 3.402 3.528 5.027
H 2.366 3.576 3.619
H 3.781 4.745 3.904
H 4.235 2.681 2.226
H 4.148 1.730 3.755
H 6.167 2.431 3.124
C -3.468 1.264 4.430
C -4.746 0.417 4.766
O -5.710 1.335 5.113
H -3.590 2.117 3.763
H -2.762 0.535 4.033
H -3.014 1.641 5.347
H -4.621 -0.340 5.540
H -5.031 -0.153 3.882
H -6.523 0.857 5.291
C -0.201 -4.247 2.790
C 0.279 -3.233 1.702
O -0.398 -3.599 0.487
H -1.270 -4.188 2.995
H 0.341 -4.085 3.722
H 0.027 -5.218 2.350
H 1.364 -3.340 1.685
H 0.047 -2.213 2.007
H -0.110 -4.502 0.338
C 2.498 4.748 -3.640
C 2.768 3.342 -3.118
O 3.954 2.812 -3.677
H 1.571 5.191 -3.274
H 2.465 4.821 -4.727
H 3.258 5.483 -3.378
H 1.923 2.698 -3.364
H 2.825 3.253 -2.033
H 4.648 2.977 -3.035
C 4.799 -0.791 2.288
C 5.707 -1.769 1.532
O 7.026 -1.312 1.510
H 4.814 0.201 1.837
H 4.985 -0.732 3.360
H 3.752 -1.094 2.284
H 5.339 -1.881 0.512
H 5.742 -2.732 2.041
H 7.488 -1.793 0.819
C 2.187 -0.202 -6.840
C 2.635 0.113 -5.404
O 3.941 0.736 -5.460
H 1.987 0.765 -7.300
H 1.253 -0.761 -6.912
H 2.902 -0.692 -7.501
H 2.742 -0.765 -4.767
H 1.981 0.814 -4.885
H 3.914 1.394 -4.762
C -2.125 2.239 -3.259
C -1.377 3.545 -2.850
O -1.574 4.651 -3.731
H -3.193 2.396 -3.413
H -2.004 1.485 -2.481
H -1.835 1.825 -4.225
H -0.326 3.270 -2.765
H -1.718 3.900 -1.877
H -1.183 4.394 -4.569
C 2.125 4.622 0.547
C 3.472 5.232 0.344
O 3.217 6.625 0.177
H 1.695 4.752 1.540
H 2.073 3.538 0.441
H 1.351 5.003 -0.119
H 4.058 4.776 -0.454
H 4.109 5.061 1.211
H 4.089 7.027 0.181
```

4.
Density functional theory data (ωB97M-V/def2-TZVPD) for C37H36Cl2N5O5V as an isolated structure.

Values from the calculation:
ΔE to the lowest compared entry with this formula, charge and spin ... 22.47 kcal/mol
Energy ... -107370.2148 eV
Spin multiplicity ... 2
Total charge ... +1
LUMO energy (alpha / beta) ... -3.613 / -3.123 eV
Gap between HOMO and LUMO (alpha / beta) ... 6.65 / 7.15 eV

```
86
C37H36Cl2N5O5V ωB97M-V/def2-TZVPD
V -0.794 -0.267 1.427
C -0.118 2.784 1.970
N -1.433 2.179 1.714
C -2.330 3.093 0.993
C -1.959 3.300 -0.444
N -1.862 2.376 -1.353
C -1.627 3.059 -2.541
C -1.507 2.579 -3.847
C -1.290 3.499 -4.852
C -1.200 4.875 -4.586
C -1.342 5.372 -3.306
C -1.563 4.438 -2.300
N -1.778 4.565 -0.942
C 0.921 2.088 1.159
N 0.817 0.828 0.799
C 1.977 0.510 0.081
C 2.374 -0.649 -0.582
C 3.581 -0.612 -1.248
C 4.382 0.539 -1.271
C 3.993 1.697 -0.631
C 2.778 1.653 0.039
N 2.079 2.625 0.743
H 0.143 2.699 3.027
H -0.114 3.849 1.721
H -1.862 1.926 2.597
H -2.349 4.073 1.487
H -3.344 2.700 1.044
H -1.602 1.523 -4.055
H -1.201 3.158 -5.875
H -1.033 5.561 -5.405
H -1.298 6.434 -3.106
H -1.862 5.424 -0.428
H 1.756 -1.533 -0.574
H 3.918 -1.495 -1.774
H 5.320 0.520 -1.808
H 4.602 2.591 -0.654
H 2.353 3.585 0.864
Cl -4.085 0.403 1.984
C -4.314 -1.337 1.777
Cl -2.776 -2.186 2.035
H -4.607 -1.512 0.750
H -5.027 -1.687 2.513
C 1.149 -0.135 4.721
C -0.349 -0.328 4.514
C -0.760 -1.760 4.829
C -1.161 0.668 5.334
O -0.610 -0.053 3.139
H 1.419 -0.311 5.762
H 1.440 0.885 4.458
H 1.700 -0.833 4.090
H -0.451 -2.014 5.843
H -0.279 -2.449 4.134
H -1.841 -1.877 4.758
H -1.039 0.479 6.400
H -2.220 0.573 5.089
H -0.833 1.692 5.135
O -3.370 -1.278 -1.083
C -2.238 -0.881 -1.221
O -1.524 -0.412 -0.196
C -1.508 -0.895 -2.509
C -2.069 -1.581 -3.579
C -1.428 -1.638 -4.818
C -0.220 -0.989 -4.917
O 0.596 -0.896 -5.998
C 1.657 -0.013 -5.625
O 1.535 0.243 -4.226
C 0.342 -0.306 -3.846
C -0.275 -0.235 -2.631
H -3.023 -2.068 -3.435
H -1.854 -2.165 -5.659
H 1.562 0.924 -6.180
H 2.614 -0.493 -5.826
H 0.134 0.339 -1.813
C 0.232 -1.943 1.389
C 0.803 -3.015 1.403
C 1.499 -4.265 1.401
C 2.613 -4.450 2.224
C 3.284 -5.661 2.223
C 2.852 -6.696 1.404
C 1.747 -6.517 0.582
C 1.070 -5.309 0.578
H 2.946 -3.638 2.857
H 4.145 -5.799 2.862
H 3.376 -7.642 1.407
H 1.411 -7.323 -0.056
H 0.207 -5.163 -0.057
```